i | {
  "formula": "C19H23N3O4",
  "method": "ωB97M-V/def2-TZVPD",
  "e_homo_ev": -8.697,
  "homo_lumo_gap_ev": 9.34,
  "smiles": "CCOC(=O)[C@H]1CCCN(C(=O)Nc2c(-c3ccccc3)noc2C)C1",
  "elements": ["N", "H", "H", "C", "H", "H", "H", "H", "C", "C", "C", "C", "H", "C", "C", "H", "H", "C", "H", "C", "H", "H", "O", "C", "H", "C", "N", "H", "H", "H", "H", "O", "C", "H", "H", "C", "C", "C", "C", "C", "C", "H", "C", "H", "O", "H", "H", "N", "O"],
  "xyz": [[-0.76, -0.88, -3.60], [1.82, -0.40, 3.83], [-1.49, 1.29, 2.88], [-0.10, 0.47, 4.30], [0.25, -2.17, 3.50], [2.08, 1.86, 0.02], [0.47, -0.76, 0.19], [1.31, 4.61, -1.91], [0.90, 1.55, -3.27], [0.90, -0.14, 3.30], [0.97, 3.59, -2.02], [-1.40, -1.30, 0.87], [0.98, -1.83, 1.93], [-1.23, -2.41, -2.08], [-0.41, -0.39, -2.44], [-1.02, -4.26, -1.06], [-2.94, -0.72, 2.70], [2.77, 1.09, 0.37], [3.91, -0.56, -0.40], [0.32, -1.43, 2.70], [3.61, 1.58, 0.87], [-2.59, -3.49, -0.90], [-1.28, -2.11, -3.39], [-0.66, -1.35, -1.41], [1.17, 0.96, -4.13], [3.25, 0.22, -0.78], [-0.37, -1.27, -0.05], [-0.13, -0.16, 5.19], [-2.00, -1.51, 3.99], [2.42, -0.24, -1.30], [1.97, 3.29, -3.88], [-2.56, -1.40, 0.54], [0.15, 3.04, -1.05], [0.25, 1.46, 4.59], [-2.15, -4.27, -2.44], [0.09, 0.97, -2.29], [-1.78, -3.69, -1.60], [1.33, 0.86, 2.24], [-0.29, 1.73, -1.18], [-1.96, -0.78, 3.18], [-1.50, 0.58, 3.70], [-2.20, 0.94, 4.46], [1.34, 2.85, -3.12], [-0.95, 1.31, -0.44], [1.06, 2.03, 2.22], [-0.15, 3.62, -0.19], [3.80, 0.84, -1.49], [-1.01, -1.24, 2.18], [2.11, 0.26, 1.33]]
}

ii | {
  "formula": "C19H23N3O4",
  "method": "ωB97M-V/def2-TZVPD",
  "e_homo_ev": -7.719,
  "homo_lumo_gap_ev": 7.06,
  "smiles": "COc1cc(CN2CCN(c3ccc(C)cc3)CC2)cc([N+](=O)[O-])c1O",
  "elements": ["C", "H", "C", "N", "O", "N", "H", "H", "H", "C", "C", "C", "C", "H", "H", "H", "H", "H", "C", "H", "H", "C", "C", "C", "C", "C", "H", "N", "O", "H", "C", "H", "C", "O", "H", "H", "H", "C", "H", "H", "H", "C", "H", "H", "C", "C", "O", "H", "C"],
  "xyz": [[-3.29, -1.29, 0.23], [-0.39, -2.41, 1.12], [4.57, 1.85, -1.12], [1.84, 0.04, 0.56], [-4.24, 3.45, 0.67], [-0.55, -0.52, 1.95], [-2.16, -0.05, 3.16], [-0.50, -1.10, -0.09], [6.69, 1.30, -3.02], [3.09, 0.30, 0.00], [-4.11, -3.19, -1.70], [-2.91, -0.32, 1.17], [-3.36, 0.97, 1.01], [-4.56, -3.69, -2.56], [1.77, 0.60, 2.58], [4.75, 2.84, -1.50], [1.86, -1.71, 1.76], [-2.95, -2.30, 0.37], [4.07, -0.68, -0.15], [2.62, 2.35, -0.44], [-5.60, 1.55, -2.06], [1.36, 0.91, 1.61], [-4.10, -0.98, -0.84], [1.44, -1.33, 0.82], [3.37, 1.57, -0.51], [-4.18, 1.31, -0.07], [-0.58, 1.21, 0.72], [-4.61, 2.66, -0.17], [-4.52, -1.85, -1.79], [-2.11, -1.73, 2.58], [-0.09, -1.39, 0.89], [7.26, 2.12, -1.58], [-4.57, 0.35, -1.02], [-5.34, 2.97, -1.11], [-3.02, -3.29, -1.76], [1.77, -1.96, -0.01], [-3.10, 1.74, 1.71], [6.85, 1.18, -1.95], [3.92, -1.68, 0.24], [-0.52, 1.49, 2.48], [1.68, 1.94, 1.42], [-0.16, 0.85, 1.67], [7.57, 0.39, -1.79], [6.02, -1.18, -0.87], [-1.96, -0.68, 2.29], [5.27, -0.40, -0.78], [-5.35, 0.60, -2.07], [-4.47, -3.66, -0.78], [5.55, 0.87, -1.27]]
}

Relative energy table, unit kJ/mol: i 0.0; ii 347.8